Record 1
{"formula": "C3H5P", "method": "the ωB97M-V functional and the def2-TZVPD basis", "total_charge": 0, "homo_ev": [-8.262, -8.270], "symbols": ["C", "C", "C", "P", "H", "H", "H", "H", "H"], "xyz": [[0.769, -0.066, 0.398], [-0.196, 0.407, -0.601], [1.173, 0.180, -1.022], [-1.281, -0.611, 2.952], [-1.164, -0.098, -0.855], [-0.554, 1.387, -0.251], [1.932, 0.950, -1.286], [1.428, -0.594, -1.785], [-2.108, -1.554, 2.448]]}

Record 2
{"formula": "C3HFO2Pb", "method": "the ωB97M-V functional and the def2-TZVPD basis", "total_charge": 2, "homo_ev": [-17.310, -17.490], "symbols": ["O", "C", "Pb", "F", "H", "O", "C", "C"], "xyz": [[2.955, -0.427, -0.193], [3.548, -1.377, 0.004], [1.792, 1.366, -0.669], [-0.042, 0.401, 0.022], [-2.120, -0.638, 1.169], [-2.366, -0.259, -0.917], [-2.486, 0.042, 0.257], [-1.281, 0.892, 0.327]]}

Record 3
{"formula": "C20H29AsBF6N3NaO2S", "method": "the ωB97M-V functional and the def2-TZVPD basis", "total_charge": -1, "homo_ev": -5.004, "symbols": ["Na", "C", "C", "N", "C", "C", "S", "C", "C", "N", "H", "H", "H", "H", "H", "H", "H", "H", "H", "H", "H", "H", "H", "H", "F", "C", "C", "C", "C", "C", "F", "C", "C", "C", "C", "C", "C", "N", "H", "H", "H", "H", "H", "H", "F", "B", "F", "F", "F", "O", "O", "C", "As", "C", "C", "H", "H", "H", "H", "H", "H", "H", "H", "H"], "xyz": [[-0.597, -0.551, 0.766], [1.090, -2.762, -1.407], [1.435, -1.292, -1.675], [1.493, -0.526, -0.442], [2.748, -0.578, 0.281], [2.962, -1.843, 1.116], [1.533, -2.314, 2.156], [1.100, -3.954, 1.496], [-0.016, -3.977, 0.436], [0.025, -2.819, -0.429], [1.963, -3.274, -1.001], [0.840, -3.264, -2.354], [0.633, -0.861, -2.278], [2.376, -1.231, -2.249], [1.314, 0.444, -0.698], [2.769, 0.276, 0.961], [3.620, -0.480, -0.393], [3.796, -1.676, 1.798], [3.205, -2.703, 0.495], [0.771, -4.522, 2.365], [2.026, -4.401, 1.130], [-0.975, -3.971, 0.946], [0.061, -4.932, -0.113], [-0.873, -2.656, -0.865], [3.248, 1.975, 4.554], [2.614, 2.234, 3.391], [1.406, 1.640, 3.149], [0.748, 1.882, 1.931], [1.333, 2.761, 0.980], [2.544, 3.337, 1.325], [3.105, 4.201, 0.455], [3.227, 3.094, 2.498], [0.692, 3.221, -0.297], [-0.045, 4.409, -0.283], [-0.526, 4.922, -1.470], [-0.237, 4.258, -2.655], [0.538, 3.115, -2.580], [1.020, 2.625, -1.443], [0.953, 0.969, 3.866], [4.177, 3.558, 2.712], [-0.235, 4.905, 0.659], [-1.115, 5.830, -1.475], [-0.589, 4.627, -3.609], [0.812, 2.567, -3.477], [-3.058, -3.555, 1.690], [-2.528, -2.619, 2.603], [-3.543, -1.942, 3.268], [-1.656, -3.257, 3.489], [-1.760, -1.660, 1.836], [-0.427, 1.285, 1.791], [-0.993, 1.414, 0.489], [-3.119, 1.506, -1.686], [-2.304, -0.252, -1.460], [-3.765, -1.049, -0.439], [-2.894, -0.923, -3.242], [-4.186, 1.406, -1.897], [-2.640, 2.049, -2.499], [-2.973, 2.068, -0.764], [-4.728, -0.832, -0.907], [-3.751, -0.637, 0.569], [-3.641, -2.128, -0.353], [-3.948, -0.693, -3.410], [-2.757, -2.003, -3.324], [-2.303, -0.444, -4.025]]}

Record 4
{"formula": "C3H5FO", "method": "the ωB97M-V functional and the def2-TZVPD basis", "total_charge": 0, "smiles": "C=C(F)CO", "homo_ev": -9.172, "symbols": ["C", "C", "F", "C", "O", "H", "H", "H", "H", "H"], "xyz": [[1.462, 0.501, -0.329], [0.477, -0.448, -0.074], [1.032, -1.607, -0.009], [-0.943, 0.121, 0.247], [-1.785, -0.536, -0.536], [2.625, 0.473, -0.502], [1.157, 1.620, -0.199], [-1.189, 0.280, 1.458], [-0.981, 1.172, 0.021], [-1.854, -1.576, -0.077]]}

Record 5
{"formula": "C35H38AsBr2N4ORb", "method": "the ωB97M-V functional and the def2-TZVPD basis", "total_charge": 0, "homo_ev": -6.308, "symbols": ["Rb", "Br", "C", "C", "C", "Br", "C", "C", "C", "C", "N", "C", "C", "O", "H", "H", "H", "H", "C", "N", "C", "C", "C", "N", "C", "C", "H", "H", "H", "H", "H", "H", "H", "H", "H", "H", "H", "H", "H", "H", "H", "H", "C", "C", "N", "H", "H", "H", "C", "C", "C", "C", "C", "C", "As", "C", "C", "C", "C", "C", "C", "C", "C", "C", "C", "C", "C", "H", "H", "H", "H", "H", "H", "H", "H", "H", "H", "H", "H", "H", "H", "H"], "xyz": [[-1.461, 0.492, 0.975], [0.047, 0.451, 6.108], [-0.879, 1.921, 5.342], [-0.813, 3.154, 5.987], [-1.464, 4.245, 5.477], [-1.350, 5.900, 6.410], [-2.207, 4.139, 4.280], [-2.925, 5.210, 3.700], [-3.617, 5.019, 2.540], [-3.572, 3.752, 1.933], [-2.915, 2.735, 2.433], [-2.253, 2.887, 3.609], [-1.598, 1.687, 4.152], [-1.667, 0.567, 3.580], [-0.245, 3.244, 6.902], [-2.924, 6.173, 4.193], [-4.184, 5.820, 2.085], [-4.096, 3.581, 0.996], [1.380, 1.392, 2.592], [1.585, 0.994, 1.202], [2.411, -0.202, 1.154], [2.219, 2.057, 0.436], [1.470, 3.380, 0.468], [0.058, 3.286, 0.127], [-0.599, 4.554, 0.397], [-0.138, 2.890, -1.254], [2.325, 1.686, 3.077], [0.943, 0.569, 3.157], [0.683, 2.227, 2.652], [3.410, -0.032, 1.589], [2.546, -0.535, 0.123], [1.934, -1.007, 1.713], [2.338, 1.712, -0.595], [3.240, 2.256, 0.812], [1.993, 4.078, -0.210], [1.539, 3.813, 1.467], [-0.147, 5.386, -0.170], [-0.540, 4.784, 1.462], [-1.652, 4.488, 0.129], [0.358, 3.576, -1.965], [-1.205, 2.876, -1.482], [0.247, 1.884, -1.421], [-1.390, 0.165, -4.504], [-1.806, 0.161, -3.107], [-2.150, 0.153, -2.012], [-0.419, -0.323, -4.594], [-1.316, 1.190, -4.862], [-2.121, -0.370, -5.108], [-3.010, -5.664, -2.530], [-2.974, -4.420, -3.144], [-2.071, -3.460, -2.712], [-1.183, -3.731, -1.672], [-1.230, -4.980, -1.062], [-2.139, -5.939, -1.489], [-0.006, -2.315, -1.002], [0.907, -1.810, -2.654], [1.542, -0.571, -2.653], [2.243, -0.126, -3.765], [2.299, -0.917, -4.905], [1.661, -2.151, -4.921], [0.972, -2.598, -3.800], [1.361, -3.445, -0.187], [1.229, -3.686, 1.179], [2.141, -4.493, 1.845], [3.203, -5.054, 1.150], [3.347, -4.807, -0.208], [2.429, -4.009, -0.876], [-3.716, -6.414, -2.863], [-3.654, -4.193, -3.956], [-2.059, -2.491, -3.195], [-0.547, -5.219, -0.255], [-2.159, -6.907, -1.004], [1.482, 0.054, -1.769], [2.737, 0.837, -3.744], [2.839, -0.575, -5.778], [1.706, -2.772, -5.806], [0.483, -3.564, -3.821], [0.412, -3.234, 1.733], [2.027, -4.673, 2.906], [3.920, -5.677, 1.667], [4.179, -5.238, -0.751], [2.555, -3.823, -1.935]]}